# C6H13NO2S

An isolated molecule of C6H13NO2S (ωB97M-V/def2-TZVPD, OMol25).

HOMO: -9.2 eV
SMILES string: CON(C)C(=O)[C@@H](C)CS
Net charge: 0
E_LUMO: 0.80 eV
Energy relative to the best compared isomer or geometry (same formula, charge and spin): 2.3296 eV

Each atom is followed by the atoms it is bonded to, with distances in Å.
Element x y z (Å)
1 C -2.464 -1.744 -0.330  O2 1.473, H11 1.078, H12 1.086, H13 1.079
2 O -2.253 -0.309 -0.071  C1 1.473, N3 1.386
3 N -0.931 -0.013 0.221  O2 1.386, C4 1.444, C5 1.408
4 C -0.951 0.770 1.434  N3 1.444, H14 1.107, H15 1.097, H16 1.139
5 C -0.155 -0.015 -0.953  N3 1.408, O6 1.188, C7 1.519
6 O -0.627 -0.299 -2.005  C5 1.188
7 C 1.280 0.433 -0.730  C5 1.519, C8 1.536, C9 1.548, H17 1.091
8 C 1.366 1.965 -0.654  C7 1.536, H18 1.099, H19 1.120, H20 1.104
9 C 1.996 -0.307 0.426  C7 1.548, S10 1.825, H21 1.110, H22 1.131
10 S 2.068 -2.084 0.016  C9 1.825, H23 1.282
11 H -2.152 -2.283 0.550  C1 1.078
12 H -3.533 -1.908 -0.412  C1 1.086
13 H -1.981 -2.065 -1.239  C1 1.079
14 H -1.270 0.217 2.338  C4 1.107
15 H 0.049 1.179 1.627  C4 1.097
16 H -1.738 1.586 1.321  C4 1.139
17 H 1.758 0.132 -1.663  C7 1.091
18 H 0.831 2.350 -1.533  C8 1.099
19 H 0.897 2.384 0.272  C8 1.120
20 H 2.437 2.234 -0.643  C8 1.104
21 H 1.550 -0.142 1.429  C9 1.110
22 H 3.026 0.154 0.488  C9 1.131
23 H 0.798 -2.236 0.112  S10 1.282